Entry 1:
121
Properties=species:S:1:pos:R:3 method="wB97M-V/def2-TZVPD" multiplicity=1 orbital_gap_ha=0.335 smiles="CC(C)=CCC[C@@H](C)CC[PH3]C(F)(F)C(F)(F)C(F)(F)C(F)(F)F.CCOS(C)(=O)=O.CCOS(C)(=O)=O.CCOS(C)(=O)=O.CCOS(C)(=O)=O.CCOS(C)(=O)=O"
C 4.720 1.076 -0.431
C 3.791 2.251 -0.211
C 3.338 2.486 1.225
C 3.401 3.012 -1.188
C 2.689 4.319 -1.015
C 1.473 4.462 -1.967
C 0.125 4.234 -1.236
C -0.895 5.283 -1.681
C -0.372 2.814 -1.500
C -1.649 2.479 -0.710
P -1.712 0.589 -0.509
C -1.662 -1.359 -0.390
F -2.293 -1.654 0.772
F -2.413 -1.904 -1.372
C -0.228 -1.970 -0.319
F 0.686 -1.007 -0.345
F -0.094 -2.556 0.878
C 0.079 -3.081 -1.340
F 1.303 -3.538 -1.061
F -0.737 -4.101 -1.186
C 0.086 -2.642 -2.852
F -1.028 -2.939 -3.468
F 0.375 -1.381 -3.036
F 1.039 -3.341 -3.467
H 4.656 0.419 0.436
H 4.437 0.511 -1.320
H 5.752 1.412 -0.521
H 3.855 1.815 1.908
H 3.559 3.511 1.513
H 2.274 2.259 1.293
H 3.648 2.652 -2.181
H 2.333 4.463 0.001
H 3.421 5.107 -1.211
H 1.548 3.648 -2.692
H 1.489 5.405 -2.511
H 0.282 4.330 -0.160
H -1.190 5.154 -2.724
H -1.802 5.275 -1.075
H -0.431 6.263 -1.566
H -0.492 2.602 -2.565
H 0.425 2.138 -1.145
H -2.523 2.745 -1.311
H -1.632 2.992 0.254
H -0.996 0.688 0.716
H -3.127 0.574 -0.406
H -1.115 0.474 -1.804
C -2.636 2.423 4.081
C -3.655 3.362 4.692
O -3.207 4.728 4.657
S -3.315 5.507 3.267
C -3.045 7.127 3.899
O -4.657 5.397 2.784
O -2.205 5.133 2.443
H -2.545 2.592 3.008
H -2.932 1.384 4.237
H -1.651 2.581 4.520
H -4.626 3.269 4.201
H -3.801 3.117 5.743
H -3.863 7.387 4.566
H -3.018 7.809 3.052
H -2.095 7.145 4.426
C 4.058 -3.543 -2.639
C 4.744 -4.563 -3.525
O 5.381 -3.953 -4.663
S 6.780 -3.223 -4.432
C 7.226 -3.069 -6.130
O 7.673 -4.134 -3.787
O 6.542 -1.920 -3.895
H 4.790 -2.900 -2.150
H 3.476 -4.044 -1.868
H 3.399 -2.899 -3.217
H 5.466 -5.157 -2.961
H 4.005 -5.255 -3.929
H 7.357 -4.063 -6.550
H 8.160 -2.513 -6.172
H 6.442 -2.525 -6.650
C 0.512 -7.078 -0.729
C 0.065 -7.070 0.719
O -0.538 -8.317 1.107
S 0.426 -9.547 1.421
C -0.778 -10.574 2.195
O 1.394 -9.136 2.391
O 0.829 -10.149 0.190
H 1.343 -7.768 -0.882
H 0.837 -6.084 -1.031
H -0.301 -7.401 -1.381
H 0.893 -6.826 1.388
H -0.700 -6.308 0.862
H -1.120 -10.089 3.105
H -0.298 -11.521 2.427
H -1.602 -10.730 1.502
C -1.055 -5.908 -4.236
C -0.872 -6.172 -5.717
O -1.080 -7.556 -6.051
S -2.582 -8.082 -6.153
C -2.222 -9.611 -6.952
O -3.305 -7.235 -7.051
O -3.072 -8.349 -4.838
H -2.096 -6.040 -3.938
H -0.761 -4.894 -3.992
H -0.458 -6.604 -3.645
H -1.526 -5.536 -6.316
H 0.153 -5.944 -6.006
H -1.803 -9.404 -7.933
H -3.158 -10.156 -7.047
H -1.522 -10.171 -6.337
C -1.165 10.710 8.872
C -2.461 9.957 9.099
O -3.594 10.645 8.536
S -3.824 10.545 6.963
C -5.468 11.175 6.942
O -3.840 9.163 6.587
O -2.962 11.474 6.304
H -0.896 10.723 7.816
H -0.352 10.239 9.424
H -1.261 11.747 9.195
H -2.404 8.941 8.705
H -2.658 9.879 10.167
H -6.113 10.490 7.487
H -5.779 11.242 5.902
H -5.471 12.161 7.399



Entry 2:
86
Properties=species:S:1:pos:R:3 method="wB97M-V/def2-TZVPD" multiplicity=2 orbital_gap_ha="0.269 / 0.195" de_lowest_kj_mol=205.1
Sc -0.422 0.695 -0.111
O 0.128 -1.764 5.299
C 0.820 -0.639 5.338
O 1.443 -0.296 6.311
C 0.814 0.209 4.115
C 1.434 1.440 4.035
N 1.243 1.900 2.794
N 0.548 1.056 2.050
C 0.269 0.016 2.828
C -0.450 -1.117 2.183
O -0.839 -2.084 2.834
O -0.583 -1.001 0.905
H -0.297 -1.933 4.421
H 1.982 1.979 4.788
H 1.556 2.769 2.381
S -0.707 -1.192 -2.322
C -1.772 -2.163 -1.470
N -1.535 -3.405 -1.091
C -2.470 -3.991 -0.141
C -3.813 -3.326 -0.417
S -3.401 -1.679 -1.095
H -0.579 -3.742 -1.115
H -2.135 -3.790 0.878
H -2.524 -5.069 -0.294
H -4.412 -3.205 0.480
H -4.388 -3.854 -1.176
C 5.273 -0.821 -1.991
Ge 3.601 0.242 -2.065
C 4.075 2.133 -1.730
C 2.795 0.194 -3.882
Ge 1.974 -0.762 -0.394
C 2.068 -2.698 -0.898
C 2.461 -3.042 -2.192
C 2.584 -4.364 -2.590
C 2.298 -5.389 -1.699
C 1.885 -5.074 -0.414
C 1.765 -3.745 -0.023
C 3.039 -0.775 1.301
C 2.913 -1.696 2.343
C 3.723 -1.630 3.468
C 4.677 -0.630 3.584
C 4.809 0.306 2.568
C 3.990 0.237 1.450
H 6.003 -0.357 -2.655
H 5.106 -1.850 -2.307
H 5.674 -0.834 -0.978
H 4.164 2.648 -2.688
H 5.027 2.206 -1.201
H 3.306 2.639 -1.149
H 2.585 1.217 -4.193
H 1.864 -0.372 -3.913
H 3.496 -0.251 -4.590
H 2.675 -2.261 -2.909
H 2.905 -4.597 -3.597
H 2.396 -6.424 -2.000
H 1.658 -5.867 0.290
H 1.436 -3.536 0.987
H 2.175 -2.486 2.299
H 3.602 -2.356 4.263
H 5.305 -0.581 4.463
H 5.551 1.091 2.647
H 4.096 0.986 0.670
C 2.227 6.117 -5.468
C 1.842 5.357 -4.227
C 2.121 5.864 -2.965
C 1.796 5.175 -1.803
C 2.108 5.778 -0.462
C 1.171 3.927 -1.917
Se 0.799 2.954 -0.287
C 0.862 3.399 -3.175
C 0.169 2.080 -3.340
C 1.198 4.131 -4.309
H 2.943 6.903 -5.234
H 1.351 6.582 -5.926
H 2.673 5.451 -6.207
H 2.612 6.828 -2.884
H 2.512 6.783 -0.570
H 2.833 5.161 0.074
H 1.205 5.812 0.149
H 0.638 1.312 -2.717
H 0.211 1.743 -4.376
H -0.878 2.159 -3.048
H 0.943 3.726 -5.283
O -2.073 1.275 -1.139
N -2.732 1.655 -0.127
O -2.125 1.440 0.946



Entry 3:
10
Properties=species:S:1:pos:R:3 method="wB97M-V/def2-TZVPD" multiplicity=1 orbital_gap_ha="0.258 / 0.253" de_lowest_kj_mol=357.4 charge=-1
C 1.802 -0.305 1.014
C -0.642 -0.499 -0.350
O -0.519 1.880 -1.486
O -2.256 1.572 0.149
F 2.225 -1.481 0.496
S -1.526 0.964 -0.966
Cl -1.728 -1.663 0.330
H 0.850 -0.278 1.662
H 1.863 0.602 0.480
H -0.068 -0.792 -1.329



The evaluated electronic energy for the records listed, in turn: -149708.683 -272798.145 -32289.618 eV.